A molecular structure, C44H59BN12O3RbS3. Source: OMol25; level of theory: ωB97M-V with the def2-TZVPD basis set.

```
123
Properties=species:S:1:pos:R:3:forces:R:3
Rb -1.271 1.260 -0.332 -0.189 -0.793 0.159
C 3.577 -0.244 -5.340 -0.055 -0.019 -0.016
C 3.266 0.816 -4.284 0.002 -0.156 0.041
C 1.920 1.473 -4.580 0.034 0.124 0.005
C 4.319 1.931 -4.311 0.045 -0.029 -0.043
N 3.321 0.153 -2.949 0.025 0.196 0.085
C 4.504 0.068 -2.225 -0.064 0.003 0.098
C 4.226 -0.559 -1.068 0.017 0.013 -0.085
N 2.889 -0.888 -1.067 -0.008 -0.021 0.097
B 2.109 -1.485 0.162 0.088 -0.205 -0.358
N 3.027 -1.386 1.393 0.009 0.179 0.112
C 3.867 -2.392 1.810 0.075 -0.072 0.132
C 4.443 -2.008 2.963 0.035 -0.181 -0.044
N 3.951 -0.750 3.272 -0.063 0.143 -0.065
C 3.084 -0.364 2.283 -0.054 0.012 -0.126
S 2.266 1.115 2.122 0.005 -0.087 0.084
C 4.320 0.026 4.483 -0.012 -0.073 -0.020
C 3.066 0.299 5.315 0.034 -0.014 0.006
C 5.281 -0.809 5.327 0.040 0.015 0.079
C 5.029 1.316 4.072 0.025 0.012 0.043
N 1.818 -2.995 -0.099 0.044 0.102 -0.088
C 2.125 -3.691 -1.243 0.027 -0.152 -0.024
C 1.571 -4.913 -1.147 0.046 0.105 -0.040
N 0.898 -4.975 0.070 -0.053 0.037 0.026
C 1.060 -3.772 0.718 -0.096 -0.050 0.188
S 0.518 -3.267 2.245 0.103 -0.130 0.020
C 0.071 -6.173 0.377 0.050 0.042 -0.026
C -1.020 -6.268 -0.695 -0.017 -0.046 -0.003
C 0.986 -7.401 0.323 0.001 -0.019 -0.003
C -0.605 -6.148 1.743 -0.003 -0.041 -0.034
C 2.335 -0.473 -2.232 -0.158 -0.148 -0.162
S 0.736 -0.819 -2.705 -0.015 0.032 -0.019
H 3.607 0.209 -6.334 -0.007 0.008 0.002
H 2.805 -1.014 -5.331 -0.004 0.000 0.013
H 4.542 -0.714 -5.144 0.011 0.011 0.007
H 2.037 2.026 -5.515 -0.050 0.007 0.015
H 1.638 2.183 -3.800 0.018 -0.010 0.032
H 1.118 0.753 -4.681 -0.002 -0.058 -0.019
H 4.173 2.518 -5.217 0.009 -0.001 0.000
H 5.340 1.552 -4.334 0.008 -0.032 0.008
H 4.207 2.591 -3.450 -0.017 -0.002 -0.006
H 5.428 0.480 -2.577 0.027 0.023 0.024
H 4.865 -0.777 -0.233 0.024 -0.002 0.027
H 1.080 -0.917 0.269 -0.237 0.299 0.273
H 3.949 -3.320 1.274 0.010 0.008 0.006
H 5.128 -2.537 3.597 -0.027 0.002 -0.058
H 2.568 -0.641 5.558 0.008 -0.004 0.003
H 2.369 0.931 4.772 -0.011 0.026 -0.028
H 3.354 0.793 6.246 -0.010 0.016 -0.011
H 4.830 -1.749 5.649 -0.013 0.017 0.004
H 5.527 -0.233 6.219 0.011 -0.002 0.007
H 6.213 -1.021 4.800 -0.014 0.011 -0.007
H 4.386 1.931 3.449 -0.020 0.005 -0.015
H 5.942 1.082 3.520 -0.007 -0.004 -0.007
H 5.304 1.878 4.967 -0.001 -0.001 0.008
H 2.691 -3.250 -2.043 0.003 -0.007 -0.009
H 1.576 -5.728 -1.845 0.004 0.004 -0.013
H -0.603 -6.357 -1.698 0.006 0.008 0.004
H -1.653 -5.381 -0.664 0.003 0.020 0.005
H -1.642 -7.144 -0.506 -0.003 -0.001 -0.001
H 1.427 -7.552 -0.662 0.003 0.023 -0.006
H 0.409 -8.294 0.570 -0.004 -0.002 0.005
H 1.793 -7.298 1.050 -0.002 -0.001 0.008
H -1.287 -5.311 1.848 -0.024 0.024 -0.015
H 0.112 -6.089 2.558 0.041 0.010 0.009
H -1.165 -7.084 1.823 -0.003 0.024 0.040
O -6.271 6.874 1.205 0.054 -0.066 -0.022
C -5.910 6.583 0.049 -0.075 0.115 -0.002
O -6.360 6.939 -1.056 0.055 -0.054 0.010
C -4.691 5.628 -0.027 0.029 -0.036 0.004
C -4.089 5.141 1.121 -0.049 0.034 -0.010
C -2.999 4.283 1.020 0.030 -0.067 0.076
N -2.519 3.868 -0.156 -0.020 0.184 -0.026
C -3.087 4.351 -1.265 0.050 -0.036 -0.033
C -4.158 5.233 -1.244 -0.105 0.012 -0.031
C -2.509 3.909 -2.574 -0.073 0.012 0.043
C -2.393 4.811 -3.630 0.001 0.025 0.006
C -1.857 4.377 -4.828 -0.004 -0.002 -0.011
C -1.452 3.056 -4.945 0.009 -0.035 -0.002
C -1.606 2.226 -3.846 -0.016 0.069 -0.010
N -2.123 2.636 -2.689 -0.015 0.142 -0.117
C -2.301 3.790 2.253 -0.027 0.043 -0.114
C -2.412 4.486 3.456 0.021 -0.015 0.017
C -1.748 4.008 4.572 -0.018 0.026 0.002
C -0.990 2.855 4.464 0.045 -0.060 -0.017
C -0.926 2.229 3.227 -0.067 0.102 0.034
N -1.562 2.682 2.149 -0.074 0.081 0.160
H -4.514 5.448 2.066 -0.002 -0.009 0.004
H -4.627 5.604 -2.147 0.006 0.003 -0.003
H -2.708 5.837 -3.497 0.001 0.003 -0.001
H -1.750 5.063 -5.658 -0.002 0.000 -0.003
H -1.022 2.671 -5.860 0.004 0.009 -0.006
H -1.289 1.188 -3.887 0.019 0.002 0.014
H -2.994 5.394 3.510 0.007 0.007 0.005
H -1.817 4.540 5.513 -0.001 -0.007 0.005
H -0.446 2.447 5.305 -0.004 0.010 0.008
H -0.318 1.341 3.090 0.001 -0.025 -0.004
C -3.218 -1.598 1.400 -0.041 -0.041 0.017
C -2.243 -2.154 0.355 -0.017 0.136 -0.061
N -2.330 -1.470 -0.925 0.050 -0.128 -0.088
C -3.563 -1.625 -1.672 -0.048 0.003 0.060
C -4.163 -0.287 -2.128 0.060 0.006 -0.023
N -4.246 0.684 -1.057 -0.021 0.063 0.025
C -5.157 0.391 0.035 0.011 -0.059 -0.024
C -4.496 0.530 1.411 0.041 0.051 0.025
N -3.214 -0.145 1.485 0.077 -0.025 0.048
H -2.968 -2.064 2.361 0.014 -0.012 -0.019
H -4.236 -1.927 1.169 -0.005 -0.009 -0.019
H -2.432 -3.240 0.272 0.023 -0.003 0.047
H -1.219 -2.047 0.726 -0.133 0.029 -0.053
H -1.506 -1.660 -1.482 -0.013 -0.045 -0.004
H -4.292 -2.149 -1.046 0.000 0.008 -0.001
H -3.432 -2.260 -2.558 -0.008 0.028 -0.021
H -5.136 -0.498 -2.607 0.006 -0.006 0.000
H -3.518 0.145 -2.898 0.009 -0.012 0.000
H -4.343 1.625 -1.408 -0.041 -0.007 -0.027
H -5.528 -0.631 -0.082 0.000 0.003 -0.007
H -6.046 1.032 0.013 0.008 0.003 0.035
H -5.218 0.179 2.170 -0.002 0.004 -0.016
H -4.317 1.589 1.612 0.013 0.010 -0.026
H -2.663 0.203 2.256 -0.064 -0.079 0.082
O 1.041 2.476 -0.839 0.962 0.221 -0.082
C 2.140 2.209 -0.791 -0.308 0.196 -0.169
```
Forces are in eV/Å.

Summary:
E	-104455.4699	eV
gap between HOMO and LUMO	6.9	eV
spin multiplicity	1
relative energy (zero: lowest compared OMol25 entry of this formula, charge and spin)	56.3	kJ/mol
charge	-1
strongest force on any atom	0.99	eV/Å

These are the Mulliken partial charges, in e, on atoms 1 to 8: Rb 1.177; C -1.803; C 1.365; C -1.901; C -1.899; N 0.886; C -0.925; C -0.845

=====

A molecular structure, C34H30F3FeN3O3SSb. Source: OMol25; level of theory: ωB97M-V with the def2-TZVPD basis set.

```
76
Properties=species:S:1:pos:R:3:forces:R:3
Fe -0.878 -1.084 -0.370 -2.159 -0.524 1.301
O -3.369 -3.519 2.022 0.714 0.002 0.103
C -2.415 -3.076 1.432 0.238 -0.293 1.302
N -2.418 -2.508 0.187 1.702 1.352 -0.435
C -3.621 -2.575 -0.467 -0.944 0.329 -0.979
O -4.633 -3.086 -0.065 0.202 0.184 -0.692
C -3.567 -1.881 -1.811 -0.642 -0.515 0.141
C -4.555 -2.131 -2.756 0.362 0.255 0.065
C -4.489 -1.460 -3.968 0.037 -0.003 0.180
C -3.482 -0.526 -4.160 0.100 -0.029 0.209
C -2.550 -0.335 -3.151 0.213 0.492 -0.509
N -2.572 -1.019 -2.013 1.017 -0.121 0.902
C -1.056 -3.065 2.095 -0.515 -0.510 0.476
C -0.883 -3.839 3.240 0.265 0.268 -0.170
C 0.331 -3.768 3.908 -0.130 0.066 -0.122
C 1.311 -2.916 3.418 -0.164 0.071 -0.230
C 1.050 -2.202 2.257 0.614 0.215 0.226
N -0.106 -2.273 1.602 -0.479 0.431 -0.994
H -5.340 -2.835 -2.530 -0.021 -0.071 0.103
H -5.221 -1.651 -4.738 -0.053 0.017 -0.064
H -3.418 0.049 -5.071 0.044 0.047 -0.022
H -1.760 0.401 -3.241 -0.062 -0.025 -0.109
H -1.695 -4.459 3.588 -0.080 0.014 -0.067
H 0.504 -4.352 4.799 0.009 -0.043 0.060
H 2.257 -2.800 3.927 0.060 0.004 -0.079
H 1.795 -1.528 1.856 0.080 0.070 -0.005
F 5.207 4.344 -4.795 0.126 -0.014 -0.091
C 4.255 3.753 -4.085 -0.420 -0.187 0.340
C 4.332 3.775 -2.698 0.120 0.174 -0.381
C 3.320 3.189 -1.963 -0.090 -0.260 0.053
C 2.267 2.555 -2.610 -0.589 -0.286 0.457
C 2.186 2.569 -3.996 -0.005 -0.159 0.131
C 3.190 3.151 -4.746 0.288 0.213 0.014
Sb 0.724 1.594 -1.400 0.503 0.756 -0.142
C 1.044 -0.439 -2.124 -0.280 0.634 0.911
C 0.813 -0.706 -3.470 -0.052 -0.232 -0.345
C 1.073 -1.954 -4.004 0.004 0.099 -0.021
C 1.544 -2.957 -3.167 0.115 -0.117 0.486
F 1.808 -4.157 -3.669 -0.071 0.239 0.052
C 1.752 -2.733 -1.814 -0.009 -0.603 -0.308
C 1.496 -1.470 -1.295 -0.297 -0.143 0.151
C 1.798 1.615 0.480 -0.372 -0.282 -0.931
C 2.995 0.933 0.656 0.003 0.051 0.144
C 3.673 1.039 1.858 0.185 -0.031 0.243
C 3.166 1.860 2.854 -0.207 -0.117 -0.225
F 3.800 1.931 4.021 0.082 0.062 0.002
C 2.005 2.596 2.672 0.170 -0.067 0.098
C 1.315 2.448 1.482 -0.064 -0.023 -0.128
H 5.170 4.252 -2.216 0.067 0.087 0.012
H 3.364 3.212 -0.885 0.091 0.029 0.067
H 1.345 2.121 -4.507 -0.065 -0.015 -0.114
H 3.159 3.156 -5.824 -0.005 0.046 -0.096
H 0.467 0.077 -4.130 -0.045 0.025 -0.064
H 0.939 -2.160 -5.053 -0.030 -0.035 -0.145
H 2.147 -3.528 -1.201 -0.001 -0.129 0.071
H 1.764 -1.261 -0.266 0.107 0.023 0.097
H 3.426 0.342 -0.142 0.026 -0.027 -0.014
H 4.598 0.508 2.025 0.126 -0.019 0.058
H 1.672 3.270 3.446 -0.043 0.029 0.109
H 0.396 2.996 1.322 -0.021 0.071 0.058
C -1.564 -0.042 4.820 0.002 -0.050 0.034
C -0.976 0.637 3.598 -0.385 -0.220 -0.144
S -2.169 0.416 2.210 -0.084 0.466 1.305
O -1.310 0.587 0.946 0.608 -1.096 -1.865
C -3.133 1.982 2.363 0.214 -0.366 -0.305
C -2.349 3.225 2.016 0.225 -0.089 -0.086
H -0.882 0.057 5.662 -0.001 0.043 0.026
H -1.733 -1.102 4.640 -0.055 -0.060 0.024
H -2.508 0.422 5.096 -0.101 -0.042 0.154
H -0.051 0.162 3.271 -0.063 0.017 -0.160
H -0.784 1.690 3.789 -0.038 0.069 -0.263
H -3.503 1.982 3.389 -0.033 -0.143 0.057
H -3.979 1.868 1.686 -0.038 -0.186 0.084
H -1.537 3.410 2.715 0.062 0.049 0.031
H -3.006 4.089 2.040 -0.118 0.043 0.023
H -1.947 3.136 1.009 0.053 0.087 -0.050
```
Forces are in eV/Å.

Summary:
E	-106254.0341	eV
gap between HOMO and LUMO (spin up / spin down)	7.8 / 4.6	eV
spin multiplicity	6
charge	+2
strongest force on any atom	2.57	eV/Å

These are the Mulliken partial charges, in e, on atoms 1 to 8: Fe 0.861; O -0.564; C -0.118; N 0.142; C 0.071; O -0.523; C 0.505; C -0.772

=====

A molecular structure, C34H41HfINO5P. Source: OMol25; level of theory: ωB97M-V with the def2-TZVPD basis set.

```
84
Properties=species:S:1:pos:R:3:forces:R:3
Hf 0.589 0.133 0.539 -0.333 -0.547 2.167
O -0.740 0.780 -0.805 -0.086 0.336 -1.140
C -0.138 1.965 -1.429 -0.216 0.236 -0.110
C 0.710 2.273 -0.166 0.143 1.332 -0.689
O 0.148 2.559 0.895 0.124 0.288 -0.081
O 1.831 1.589 -0.134 0.283 0.849 -0.795
C 0.729 1.553 -2.608 -0.035 0.052 -0.005
C 1.281 2.544 -3.412 0.017 0.000 -0.011
C 2.122 2.205 -4.460 0.008 -0.010 -0.003
C 2.417 0.872 -4.721 -0.008 0.001 0.018
C 1.862 -0.120 -3.929 0.010 0.016 0.006
C 1.022 0.222 -2.876 -0.044 -0.035 -0.005
C -1.184 2.974 -1.820 -0.027 0.049 0.188
C -1.199 4.260 -1.300 -0.042 -0.024 0.027
C -2.161 5.171 -1.721 0.004 -0.012 -0.012
C -3.115 4.796 -2.652 -0.004 0.004 0.007
C -3.099 3.511 -3.183 0.007 -0.012 0.004
C -2.131 2.608 -2.775 0.015 0.015 -0.018
H -2.120 -0.001 -1.565 -0.184 -0.214 -0.024
H 1.049 3.585 -3.224 -0.006 0.003 -0.002
H 2.546 2.984 -5.079 0.005 0.000 0.000
H 3.070 0.611 -5.542 -0.001 0.000 -0.006
H 2.076 -1.162 -4.130 -0.001 -0.001 -0.010
H 0.576 -0.574 -2.286 0.009 -0.002 -0.005
H -0.468 4.561 -0.562 -0.010 0.012 -0.005
H -2.162 6.175 -1.319 -0.001 0.000 0.006
H -3.863 5.507 -2.977 -0.002 -0.001 -0.006
H -3.822 3.225 -3.935 -0.006 0.007 -0.006
H -2.078 1.631 -3.243 0.013 -0.001 -0.011
C 3.449 0.367 4.070 -0.013 -0.041 0.007
P 2.112 1.319 3.370 -0.036 -0.276 0.225
C 2.798 2.794 2.649 0.012 0.018 -0.032
C 0.996 1.807 4.669 -0.048 -0.001 0.010
O 1.357 0.384 2.389 0.553 0.524 0.870
H 3.858 0.866 4.948 0.012 0.010 -0.007
H 4.242 0.247 3.331 -0.002 -0.017 0.001
H 3.066 -0.615 4.350 0.018 0.003 0.028
H 3.401 3.273 3.424 0.013 0.025 -0.025
H 2.002 3.467 2.339 0.006 -0.003 -0.025
H 3.431 2.553 1.797 -0.006 -0.009 -0.007
H 1.535 2.375 5.427 -0.016 0.011 0.006
H 0.560 0.919 5.127 0.004 0.005 0.013
H 0.205 2.432 4.252 -0.007 -0.011 -0.002
C 2.262 -3.425 -1.001 0.013 -0.008 0.020
C 2.767 -2.730 0.265 -0.097 0.035 -0.051
C 3.197 -1.283 -0.007 -0.021 -0.351 0.248
C 1.797 -2.802 1.432 0.055 0.009 -0.031
C 2.204 -3.395 2.622 0.009 0.040 0.020
C 1.369 -3.438 3.727 -0.004 0.013 -0.009
C 0.108 -2.866 3.660 0.047 0.037 0.031
C -0.347 -2.263 2.495 -0.112 0.013 -0.060
C -1.756 -1.689 2.465 0.011 0.012 -0.088
C -1.863 -0.225 1.988 0.074 -0.369 -0.023
C -2.683 -2.579 1.629 -0.012 0.010 0.034
C 0.506 -2.258 1.382 -0.151 -0.521 0.000
O 0.061 -1.659 0.199 -0.337 -2.071 -0.382
H 3.035 -3.415 -1.770 0.002 0.000 0.001
H 1.371 -2.939 -1.399 0.005 0.015 -0.009
H 2.012 -4.464 -0.790 0.000 -0.001 -0.007
H 3.669 -3.256 0.586 0.003 0.002 0.017
H 2.364 -0.689 -0.413 0.213 -0.015 -0.418
H 3.955 -1.227 -0.788 -0.041 0.080 -0.039
H 3.584 -0.802 0.893 -0.014 0.059 -0.028
H 3.192 -3.835 2.676 -0.002 -0.012 0.005
H 1.697 -3.922 4.637 0.007 0.006 0.005
H -0.544 -2.895 4.525 0.002 -0.011 0.004
H -2.111 -1.714 3.496 0.028 -0.006 0.017
H -1.994 -0.182 0.907 0.002 0.070 -0.025
H -1.015 0.398 2.321 -0.134 0.032 0.122
H -2.745 0.257 2.411 0.041 0.079 0.003
H -2.323 -2.637 0.600 -0.004 0.004 -0.015
H -3.701 -2.184 1.627 0.002 0.004 -0.003
H -2.714 -3.590 2.032 -0.005 -0.001 -0.004
I -2.559 -4.820 -2.963 -0.013 -0.005 0.003
C -3.278 -2.942 -2.474 0.024 -0.034 -0.007
C -4.640 -2.656 -2.439 -0.016 0.032 0.011
C -5.072 -1.382 -2.092 -0.011 -0.040 -0.021
C -4.141 -0.416 -1.786 -0.002 0.115 -0.013
N -2.838 -0.718 -1.831 0.245 0.172 0.107
C -2.388 -1.936 -2.159 0.013 -0.013 0.039
H -5.361 -3.426 -2.678 -0.001 0.002 -0.008
H -6.125 -1.141 -2.062 0.001 -0.002 0.005
H -4.394 0.599 -1.513 0.025 0.005 -0.003
H -1.317 -2.078 -2.139 0.026 0.032 0.006
```
Forces are in eV/Å.

Summary:
E	-66339.3707	eV
gap between HOMO and LUMO	8.0	eV
spin multiplicity	1
relative energy (zero: lowest compared OMol25 entry of this formula, charge and spin)	141.3	kJ/mol
charge	+2
strongest force on any atom	2.26	eV/Å

These are the Mulliken partial charges, in e, on atoms 1 to 8: Hf -0.787; O -0.399; C 3.061; C 0.439; O -0.510; O -0.650; C 0.060; C -0.614

=====

A gas-phase ion, C4H13NPS2 (charge +1). Source: OMol25; level of theory: ωB97M-V with the def2-TZVPD basis set.

```
21
Properties=species:S:1:pos:R:3:forces:R:3
C -0.299 1.310 -0.420 0.344 0.682 2.925
C -0.855 1.384 2.738 -2.796 -3.700 0.849
C -0.553 -1.243 -0.227 2.589 3.523 -1.106
C 0.330 0.105 0.352 -3.303 -1.238 -1.353
N 1.709 -0.233 -0.110 1.308 -3.043 -0.388
P -1.048 -1.147 -2.058 -2.138 -0.356 1.050
S 0.894 -1.399 -2.683 1.133 -1.161 -0.136
S 0.510 0.302 2.249 0.348 -0.445 -1.197
H 0.152 2.248 -0.023 -0.495 -0.434 -0.578
H -1.411 1.370 -0.431 0.709 -0.245 0.977
H -0.157 1.199 -1.436 1.075 -0.068 -2.250
H -1.109 1.260 3.894 0.697 -0.116 -2.630
H -1.741 0.981 2.084 1.278 1.112 1.607
H -0.665 2.369 2.557 0.521 2.575 -0.612
H -1.332 -1.468 0.388 -2.365 -0.342 1.630
H 0.098 -2.049 -0.235 1.321 -1.817 0.553
H 2.425 0.397 0.134 0.981 1.536 0.902
H 1.946 -0.501 -1.131 -1.510 0.917 0.929
H 1.983 -1.160 0.339 -0.388 1.411 -0.124
H -1.634 -2.508 -2.009 0.826 0.891 -0.148
H 0.757 -1.218 -3.971 -0.135 0.319 -0.901
```
Forces are in eV/Å.

Summary:
E	-36799.8902	eV
gap between HOMO and LUMO	9.7	eV
spin multiplicity	1
relative energy (zero: lowest compared OMol25 entry of this formula, charge and spin)	75.0	kJ/mol
charge	+1
strongest force on any atom	4.71	eV/Å
structure (SMILES)	CS[C@@](C)([NH3+])CPS

These are the natural (NBO) partial charges, in e, on atoms 1 to 8: C -0.672; C -0.738; C -0.673; C 0.042; N -0.752; P 0.454; S -0.335; S 0.219